Entry 1:
The following is a quantum chemistry calculation of C7H8 in the gas phase in a non-equilibrium geometry, from the Open Molecules 2025 dataset.

Each line ends with the Löwdin charge.
Cartesian coordinates (Å):
C -0.7128 0.8413 -1.0965  -0.2964
C -1.6671 1.2929 -1.7595  0.1350
C -0.1396 -1.8232 -0.6842  -0.0761
C -0.6092 -1.3517 0.6622  -0.0177
C 0.7057 0.7311 -0.3981  -0.1418
C -0.1586 -0.4152 -0.4438  -0.4035
C 0.6420 1.5788 0.9293  -0.0403
H 0.8153 -2.2380 -0.7614  0.0975
H -0.8294 -2.0976 -1.4433  0.1148
H -1.6216 -1.4344 0.9534  0.0964
H 0.2717 -1.3896 1.4161  0.1438
H 1.4782 1.0661 -1.2172  0.1773
H -0.3592 1.8038 1.1847  0.0672
H 1.2408 2.5078 0.9267  0.0862
H 0.9439 0.9278 1.7317  0.0576

Results
HOMO energy, eV: -9.54
ΔE to the lowest compared entry with this formula, charge and spin, kcal/mol: 155.7
Molar mass, g/mol: 92.1
Max |F|, eV/Å: 3.51

***

Entry 2:
The following is a quantum chemistry calculation of a 2-piece molecular cluster, C5H14 overall in a non-equilibrium geometry, from the Open Molecules 2025 dataset.

Each line ends with the Löwdin charge.
Cartesian coordinates (Å):
C 2.1188 1.1158 -0.8573  -0.1375
C 0.8421 0.4446 -1.2486  -0.3349
C -0.3366 1.3572 -0.8812  -0.1355
H 2.8187 0.2815 -0.7775  0.0726
H 2.0517 1.8178 0.0093  0.0914
H 2.5168 1.7377 -1.6436  0.0601
H 0.7317 -0.0216 -2.2139  0.0993
H 0.8793 -0.4771 -0.5691  0.0880
H -0.4369 1.9172 -1.8480  0.0825
H -1.3722 0.9804 -0.6633  0.0750
H -0.1388 2.1057 -0.1497  0.0501
C -0.5795 -1.1397 1.6579  -0.1696
C -1.9314 -1.7651 1.2899  -0.1854
H 0.1824 -1.9255 1.3410  0.0796
H -0.4257 -0.4674 0.8050  -0.0016
H -0.4600 -0.6315 2.6526  0.0876
H -2.5128 -0.9304 0.8523  0.0498
H -2.4611 -2.2306 2.1318  0.0638
H -2.0537 -2.2324 0.3086  0.0648

Results
HOMO energy, eV: -10.69
ΔE to the lowest compared entry with this formula, charge and spin, kcal/mol: 38.7
Molar mass, g/mol: 74.2
SMILES: CCC.CC
Max |F|, eV/Å: 4.23

***

Entry 3:
The following is a quantum chemistry calculation of a 4-piece molecular cluster, C4H17N3O3 overall in a non-equilibrium geometry, from the Open Molecules 2025 dataset.

Each line ends with the Löwdin charge.
Cartesian coordinates (Å):
H -1.7824 -2.0035 0.3632  0.0200
N -1.2971 -2.0835 1.2555  0.1007
C -0.3272 -1.3304 1.5796  -0.3211
N 0.2899 -0.3615 0.7642  -0.0421
C -0.5456 0.4671 -0.1105  -0.2098
C 0.2707 1.0987 -1.2525  -0.1833
C 1.6741 1.5921 -0.8416  -0.2720
N 1.6825 2.2086 0.5017  -0.0131
H 0.1961 -1.4932 2.5270  0.1148
H 1.0367 0.1849 1.1458  0.0860
H -1.0240 1.3116 0.4718  0.1195
H -1.3735 -0.1015 -0.5404  0.0969
H 0.3994 0.4545 -2.0889  0.0850
H -0.3009 1.9327 -1.6480  0.1093
H 2.3443 0.6991 -0.8051  0.1107
H 2.0578 2.2548 -1.6190  0.1020
H 2.5776 2.6502 0.6704  0.0687
H 0.9296 2.9051 0.5850  0.0862
O -1.6345 -2.0651 -1.8814  -0.0703
H -0.6662 -2.0056 -1.8052  -0.0168
H -1.9018 -2.8314 -2.3636  0.0288
O -2.0000 1.2822 3.0042  -0.0476
H -2.6205 0.7449 3.5022  0.0412
H -1.5550 0.6531 2.4484  -0.0275
O 1.0715 -1.9583 -1.6553  -0.0667
H 0.9848 -1.4274 -0.8248  0.0263
H 1.5137 -2.7785 -1.3829  0.0742

Results
HOMO energy, eV: -9.27
ΔE to the lowest compared entry with this formula, charge and spin, kcal/mol: 13.3
Molar mass, g/mol: 155.2
SMILES: [H]/N=C\NCCCN.O.O.O
Max |F|, eV/Å: 1.46

***

no.,lowest unoccupied orbital energy (Eh),electronic energy (Ha)
1,0.0032,-271.28338
2,0.0422,-198.82754
3,0.0242,-552.57935